#P
ORCA calculation (ωB97M-V/def2-TZVPD) on a molecular structure, C5H4N2O.

Computed properties:
- 2S+1 = 1
- charge = 0
- HOMO-LUMO gap (Ha) = 0.2819

Cartesian coordinates (Å):
C: -0.422 0.300 -0.725
H: -0.452 2.274 -0.471
C: 0.746 -0.376 -0.185
C: 0.985 0.130 1.248
H: -1.725 1.596 0.323
N: -1.242 -0.498 -1.530
C: 0.516 -1.694 -0.610
H: 1.122 -0.181 2.585
H: 1.431 -2.450 -0.519
N: -0.561 -1.841 -1.434
O: 0.232 1.336 1.226
C: -0.629 1.404 0.094

---

#Q
ORCA calculation (ωB97M-V/def2-TZVPD) on C5H4N2O in the gas phase.

Computed properties:
- 2S+1 = 1
- charge = 0
- SMILES string = O=C/C=C1/C=NC=N1
- HOMO-LUMO gap (Ha) = 0.3042

Cartesian coordinates (Å):
N: 1.028 0.159 -0.755
C: 0.820 1.072 -1.684
N: -0.442 1.603 -1.752
H: -1.440 -0.776 1.555
C: -1.126 0.969 -0.783
C: 0.538 -1.471 1.618
O: 0.258 -2.112 2.641
C: -0.229 0.069 -0.050
H: -2.075 1.426 -0.511
C: -0.482 -0.723 1.022
H: 1.549 -1.485 1.114
H: 1.601 1.269 -2.414

---

Among the structures above, stability is greatest for #Q.